{"formula": "C6H12O", "method": "the ωB97M-V functional and the def2-TZVPD basis", "e_tot_ha": -311.05306, "smiles": "CC1(O)CCCC1", "homo_lumo_gap_ev": 11.05, "total_charge": 0, "e_homo_ev": -10.09, "lumo_ev": 0.96, "largest_force_ha_per_bohr": 0.00658, "e_above_lowest_ev": 0.169, "symbols": ["O", "C", "C", "C", "C", "C", "C", "H", "H", "H", "H", "H", "H", "H", "H", "H", "H", "H", "H"], "positions_angstrom": [[1.1219, -0.0766, 1.5144], [0.0882, 1.1578, -0.3110], [-1.3078, 1.1798, 0.3075], [-0.5588, -1.1264, 0.2361], [-1.8027, -0.2429, 0.0210], [1.8156, -0.7129, -0.7431], [0.6763, -0.1911, 0.1576], [-0.5582, -1.5781, 1.2330], [-2.1365, -0.3085, -1.0228], [1.6973, -1.7790, -0.9614], [2.7887, -0.5929, -0.2534], [1.9188, 0.4684, 1.5180], [-0.4974, -1.9409, -0.4917], [-2.6472, -0.5412, 0.6488], [0.7246, 2.0051, -0.0271], [1.8638, -0.1769, -1.6986], [-1.2256, 1.3433, 1.3882], [-1.9575, 1.9557, -0.1088], [-0.0036, 1.1575, -1.4066]], "forces_ev_per_angstrom": [[0.23, 0.11, 0.05], [0.05, 0.00, -0.02], [-0.01, 0.04, 0.04], [0.01, -0.08, -0.03], [-0.07, -0.01, -0.01], [0.02, -0.01, -0.01], [-0.09, -0.06, -0.32], [-0.01, 0.05, -0.15], [0.05, 0.02, 0.14], [0.06, 0.15, 0.08], [-0.15, 0.04, -0.05], [-0.11, -0.03, 0.04], [-0.02, 0.14, 0.07], [0.11, 0.04, -0.07], [-0.07, -0.14, -0.03], [-0.09, -0.12, 0.17], [-0.03, -0.02, -0.13], [0.09, -0.10, 0.05], [0.05, -0.02, 0.17]]}

=====

{"formula": "C5H44NO15", "method": "the ωB97M-V functional and the def2-TZVPD basis", "e_tot_ha": -1399.95495, "homo_lumo_gap_ev": 11.11, "total_charge": 1, "e_homo_ev": -13.46, "lumo_ev": -2.35, "largest_force_ha_per_bohr": 0.22131, "e_above_lowest_ev": 4.289, "symbols": ["O", "O", "O", "O", "O", "O", "O", "O", "O", "O", "O", "O", "O", "O", "O", "N", "C", "C", "C", "C", "C", "H", "H", "H", "H", "H", "H", "H", "H", "H", "H", "H", "H", "H", "H", "H", "H", "H", "H", "H", "H", "H", "H", "H", "H", "H", "H", "H", "H", "H", "H", "H", "H", "H", "H", "H", "H", "H", "H", "H", "H", "H", "H", "H", "H"], "positions_angstrom": [[-1.0199, 4.6255, 1.6961], [-3.4511, -0.1385, 3.1078], [-0.2799, -4.0828, -2.9987], [3.1289, -0.4349, 2.9523], [-0.0245, 3.2640, -1.2723], [0.1656, 2.3174, 3.4559], [-3.5601, -1.5991, -0.9154], [2.6225, 3.7099, -1.7931], [4.0920, 2.7407, 0.5867], [-0.1354, -5.6007, -0.4782], [-1.6342, 1.0374, -2.2944], [-1.9323, -3.7431, 1.5384], [-2.2080, -1.7562, -3.2625], [-2.6583, 0.3635, 0.5058], [1.4719, 3.4437, 1.6102], [-1.0737, -0.4372, 1.9885], [2.7447, -0.1955, -2.2611], [0.9868, -0.6076, -0.5422], [1.7868, -1.1930, -1.6844], [0.0235, -1.4403, 1.6616], [0.0810, -1.6109, 0.0740], [1.0428, -1.4754, -2.4265], [3.0863, 3.0437, -1.1963], [1.0706, 2.8450, 0.9238], [3.5796, 3.5244, 0.7239], [3.1130, -0.5589, -3.2370], [-2.4188, 1.1404, -0.0061], [-0.9554, -1.3881, -0.1816], [-0.8507, -0.0181, 2.9486], [-1.2219, 0.3167, 1.3184], [0.2987, -2.6206, -0.1781], [1.6345, 0.0043, 0.1689], [-2.0131, 1.4645, -2.9517], [0.9457, -1.1724, 2.1164], [3.7709, -0.2227, -1.6683], [-2.1074, -4.5536, 2.1388], [0.6883, 2.7675, 4.1972], [0.3972, -3.5300, -2.6257], [-0.4083, 4.1577, -1.2444], [-3.8082, -2.3806, -0.4573], [4.9990, 2.9802, 0.7824], [-3.4419, -0.1436, 2.0846], [3.7546, -0.1350, 2.3758], [2.4677, 0.8107, -2.3980], [2.3635, -2.0609, -1.3897], [-3.2306, -0.1809, -0.1472], [-1.5104, -1.1369, -3.5212], [-3.2663, -1.7060, -1.9029], [-1.3247, 5.3802, 2.2482], [2.5686, 0.1743, 2.9150], [0.3713, 0.2423, -0.8567], [-1.6195, -4.3116, 0.7558], [-1.1158, -3.6262, -2.8442], [-0.4376, -5.4442, -1.3426], [-1.9151, -1.0579, 1.9286], [-0.4217, -2.3922, 2.1419], [-4.3094, 0.0673, 3.3661], [0.4932, 2.6655, 2.6274], [-1.6266, 3.9699, 1.8814], [-2.5882, -1.9934, -4.1188], [-0.7742, 1.4452, -2.2480], [0.8466, 3.4230, -1.5845], [0.8771, -5.6702, -0.4755], [3.0493, 4.5666, -1.8089], [0.8214, 4.1279, 1.4932]], "forces_ev_per_angstrom": [[1.43, 3.23, -0.14], [2.34, -0.79, -2.79], [-0.54, -0.68, -0.20], [4.79, -8.78, 2.29], [-1.90, 0.10, 0.66], [-0.06, -0.35, 2.74], [0.63, 1.42, -2.44], [-0.05, -1.63, 0.59], [0.31, -0.88, -0.45], [2.46, -0.39, 2.61], [2.50, -3.51, 4.50], [-0.03, -3.82, -0.34], [0.06, -0.14, -0.78], [-2.24, 0.27, -2.18], [0.01, -1.29, -1.99], [2.21, -1.18, 2.31], [4.04, -1.71, -0.09], [0.89, 1.87, 0.50], [-0.49, 1.17, 0.06], [-1.81, -2.10, -0.88], [-1.11, 0.97, 3.33], [0.02, -0.31, -0.35], [-0.18, 1.66, -0.96], [1.08, 0.41, 0.36], [-0.65, 0.76, 0.58], [-0.33, 0.23, 0.13], [-0.18, 0.35, -0.35], [-0.03, -0.44, -0.61], [-1.09, -0.78, -1.41], [0.28, -0.45, 0.21], [0.32, -0.87, -0.13], [-0.18, -1.45, -0.31], [-3.23, 3.17, -4.92], [0.74, 0.31, 0.23], [-2.16, 0.36, -0.75], [0.17, 2.22, -0.84], [-1.10, -0.98, -1.86], [0.39, 0.45, 0.25], [-0.05, -0.53, 0.10], [-0.23, -1.26, 0.08], [0.23, 0.02, -0.02], [-0.51, 0.64, 2.40], [3.15, 0.80, -2.38], [-0.79, 1.20, 0.09], [-0.16, -0.35, 0.22], [1.07, 0.26, 0.75], [-0.09, 0.20, 0.55], [-0.52, -0.17, 2.44], [0.45, -0.64, -0.59], [-7.95, 8.14, 0.10], [-0.05, -0.18, -0.75], [-0.18, 1.47, 1.07], [0.13, 0.27, -0.07], [-0.08, 0.36, -2.20], [0.83, 1.30, 0.79], [1.30, 1.42, -0.84], [-2.40, 0.51, 0.67], [0.74, 0.56, 0.15], [-1.99, -2.41, 0.67], [-0.17, -0.20, 0.10], [0.61, 0.47, 0.42], [1.98, 0.31, -0.60], [-2.48, 0.16, -0.33], [0.47, -0.12, 0.29], [-0.63, 1.38, 0.33]]}

=====

{"formula": "C24H43Cl2FeN4O4SSi", "method": "the ωB97M-V functional and the def2-TZVPD basis", "e_tot_ha": -4331.51347, "homo_lumo_gap_ev": [2.95, 4.28], "total_charge": -1, "e_homo_ev": [-0.86, -2.19], "lumo_ev": [2.09, 2.09], "s_squared": 6.05, "spin_multiplicity": 5, "largest_force_ha_per_bohr": 0.25378, "symbols": ["Fe", "Cl", "Cl", "S", "Si", "O", "O", "O", "O", "N", "N", "N", "N", "C", "C", "C", "C", "C", "C", "C", "C", "C", "C", "C", "C", "C", "C", "C", "C", "C", "C", "C", "C", "C", "C", "C", "C", "H", "H", "H", "H", "H", "H", "H", "H", "H", "H", "H", "H", "H", "H", "H", "H", "H", "H", "H", "H", "H", "H", "H", "H", "H", "H", "H", "H", "H", "H", "H", "H", "H", "H", "H", "H", "H", "H", "H", "H", "H", "H", "H"], "positions_angstrom": [[0.0111, -0.0013, 3.9564], [1.4795, -0.4270, 2.2972], [0.8144, -1.6874, 5.4174], [0.1415, -0.0946, 5.8954], [-0.5517, 0.2182, -2.7252], [-1.5830, 0.3972, 5.3351], [0.3541, -0.5797, -3.8830], [-1.3400, -1.3593, 3.1547], [-0.9747, 1.3738, 2.8227], [-0.8541, 3.0193, 1.2581], [-2.0635, 0.9544, 7.5003], [0.0073, -0.0041, 9.0526], [-0.8512, -3.5438, 2.7250], [2.5579, -1.4026, -4.4723], [0.4475, 1.2310, -7.6195], [2.5790, 2.1953, -7.0890], [-0.0974, 4.1418, 0.7459], [2.6166, 1.4623, -5.9146], [-1.0366, -3.4589, 1.2887], [0.0284, -0.0595, 7.8515], [-0.0384, -4.6297, 3.2287], [2.5659, -2.0380, -5.6487], [-1.3159, 0.6593, 6.6382], [-2.2226, 2.8693, 0.8022], [1.6580, -0.1953, -4.2992], [1.5677, 0.6072, -5.5785], [1.4923, 2.0819, -7.9479], [-1.6939, 1.2375, 8.8661], [3.3546, -1.7803, -3.2706], [-0.0379, -0.2702, -0.9933], [-1.2304, -2.5548, 3.5233], [3.3597, -3.2366, -6.0297], [-2.3005, -0.3468, -3.0544], [0.4837, 0.4968, -6.4397], [-0.3023, 2.1571, 2.1031], [-3.5085, 1.0976, 7.2001], [-0.3958, 2.0743, -2.9369], [-1.8891, 2.2621, 9.1370], [2.1050, 0.4486, -3.5329], [1.9206, -1.6462, -6.4288], [1.4622, 2.6540, -8.8673], [3.3997, 2.8581, -7.3351], [-0.1812, 0.6544, 7.0159], [0.9554, -4.5945, 2.7772], [2.9362, -3.7727, -6.8800], [-1.2800, -4.4438, 0.8866], [0.0690, -4.5445, 4.3071], [-3.6988, 0.6237, 6.2474], [-3.7715, 2.1523, 7.1489], [0.5731, 2.4456, -2.5981], [-2.5324, -0.3221, -4.1208], [-2.7243, 3.8377, 0.7873], [-0.6626, 0.2286, -0.2472], [4.3827, -2.9581, -6.2974], [-0.6183, 5.0793, 0.9496], [-1.4855, -2.8604, 4.5419], [-0.3304, -0.1640, -6.1755], [-2.1906, 0.5703, 9.5652], [0.7857, 2.1581, 2.1457], [0.8791, 4.1738, 1.2231], [-0.5949, 1.0694, 8.9665], [3.6281, -2.8350, -3.3060], [3.4387, -3.9386, -5.1974], [-0.4040, 1.1364, -8.2818], [3.4702, 1.5409, -5.2512], [-0.4985, -5.5897, 2.9915], [-0.5243, 2.3740, -3.9793], [-2.2384, 2.4541, -0.2088], [-2.7459, 2.1987, 1.4749], [0.9993, -0.0025, -0.7875], [-1.8312, -2.7516, 1.0746], [-1.1618, 2.5910, -2.3530], [-0.1399, -1.3462, -0.8362], [-2.4537, -1.3712, -2.7088], [-3.0274, 0.2856, -2.5401], [-0.1194, -3.0978, 0.8230], [4.2721, -1.1973, -3.1715], [-4.1021, 0.6221, 7.9775], [2.7658, -1.6365, -2.3642], [0.0424, 4.0492, -0.3326]], "forces_ev_per_angstrom": [[-0.72, 0.80, -4.44], [1.13, -0.25, -1.14], [5.27, -9.99, -2.02], [4.15, 1.68, 1.36], [-0.02, -0.26, 0.37], [-8.15, 3.23, -1.20], [0.17, -0.16, 0.15], [-1.09, -2.79, -0.10], [0.76, 2.11, -2.32], [-0.31, 0.73, -0.67], [-9.59, 3.22, 7.41], [4.56, -6.23, -1.07], [-0.18, -0.96, -0.70], [-0.19, -0.16, -0.58], [0.02, 0.00, 0.01], [0.05, 0.01, -0.01], [0.05, -0.31, -0.28], [-0.18, -0.08, -0.06], [0.69, 0.41, 0.13], [5.69, -3.42, 9.40], [-0.39, -0.18, 0.04], [-0.30, 0.35, 0.24], [4.42, -1.83, -12.14], [0.05, 0.07, 0.19], [-0.40, 0.27, -0.18], [0.11, 0.34, -0.02], [-0.01, -0.01, -0.02], [-2.89, 3.65, 0.35], [-0.06, -0.53, 0.14], [-0.08, 0.12, -0.52], [-0.28, 2.68, -0.11], [0.36, -0.37, 0.29], [-0.06, 0.01, -0.10], [0.03, 0.11, 0.06], [-1.24, -1.77, 2.07], [0.23, -0.51, -0.07], [-0.01, 0.03, -0.13], [-0.87, 0.73, -0.18], [0.11, 0.05, 0.03], [0.09, 0.06, 0.02], [0.00, 0.00, 0.03], [-0.01, 0.00, -0.01], [-0.07, 6.09, 4.47], [0.02, 0.09, 0.04], [-0.07, 0.11, 0.05], [-0.05, -0.04, 0.11], [0.02, 0.06, 0.04], [-0.11, 0.00, -0.26], [0.07, 0.06, 0.01], [0.06, -0.02, 0.00], [0.00, 0.04, -0.03], [-0.01, 0.02, 0.04], [0.08, -0.02, 0.07], [0.01, 0.00, -0.06], [-0.02, -0.01, 0.06], [0.38, 0.10, 0.21], [-0.03, 0.00, 0.02], [-0.15, -0.06, -0.13], [0.17, 0.16, 0.17], [0.02, -0.02, 0.01], [-1.60, 2.51, 0.82], [0.14, 0.01, 0.04], [0.04, -0.07, -0.03], [0.00, 0.00, -0.01], [0.01, 0.03, 0.03], [0.02, -0.15, -0.02], [0.01, -0.01, -0.02], [-0.02, 0.00, -0.05], [-0.02, -0.07, 0.06], [0.01, 0.00, 0.16], [-0.04, 0.05, -0.01], [0.00, -0.05, 0.04], [0.02, 0.04, 0.00], [0.05, 0.00, 0.01], [0.01, 0.01, 0.04], [0.04, 0.05, -0.21], [0.00, 0.09, -0.03], [0.06, -0.05, 0.21], [0.00, 0.08, 0.07], [0.03, 0.10, -0.11]]}